DFT (wB97M-V/def2-TZVPD) results for a structure of composition C66H94Br2N5O2SiTi.

```
171
Properties=species:S:1:pos:R:3:lowdin_charge:R:1
C 6.560 1.707 -2.173 -0.1140
H 4.823 0.879 -0.268 0.0438
H -5.789 0.264 1.988 0.0598
H 5.117 3.215 -3.888 0.0523
H -3.685 0.247 4.977 0.1084
H -2.533 -0.374 -5.686 0.1053
C -1.857 1.826 -1.188 -0.4851
H -4.922 0.988 3.343 0.0755
C -1.289 4.166 1.159 -0.0396
C -1.487 -1.258 2.849 -0.1282
H -4.934 -0.961 -5.626 0.0957
H -2.995 2.497 2.420 0.0544
C -2.502 -4.693 0.131 -0.0906
C -4.899 -1.872 3.237 -0.0428
C -2.889 -6.019 0.144 -0.1623
H -6.663 -2.879 -1.771 0.0720
C 4.383 -0.740 -6.045 -0.1391
C 4.443 1.710 -0.868 -0.1600
H -0.324 4.633 0.934 0.1034
H 7.036 1.772 -3.157 0.0557
H -2.208 -3.980 3.429 0.0986
N -1.372 -1.442 1.414 -0.0416
H 3.517 3.891 7.360 0.0812
C -1.649 -0.239 5.442 -0.0691
C 0.666 -3.606 4.588 -0.0636
H 3.542 3.099 -3.095 0.0322
H -4.303 1.141 1.688 0.0541
H 3.229 -2.558 -2.783 0.0443
H -5.214 -3.883 -1.569 0.0723
H 7.198 -0.848 -3.058 0.0563
H 2.337 1.035 6.926 0.0784
H 1.477 3.525 -2.960 0.1174
H 6.931 2.561 -1.568 0.0745
H -1.322 3.205 0.671 0.0398
H -3.637 4.136 2.643 0.0908
H 2.751 1.299 4.656 0.0989
H -0.187 -4.245 4.342 0.0650
H 3.683 2.551 -5.340 0.0475
H 3.733 1.681 -6.890 0.0748
H 1.124 -1.610 -4.048 0.0556
H -6.323 -0.751 0.219 0.0655
C -3.038 -6.627 1.426 -0.0374
C -1.026 4.181 -3.885 -0.0184
C 3.120 3.638 6.370 -0.0491
C 1.168 2.708 5.106 -0.1808
C -0.369 0.615 -4.710 -0.0714
H 6.189 2.051 -5.110 0.0455
C -1.366 5.387 3.280 -0.0696
H 6.529 -1.736 -4.432 0.0476
H 4.685 -3.590 -2.841 0.0763
C -2.386 2.860 -2.137 0.0061
H -5.161 0.324 -0.580 0.0737
C 0.824 4.128 7.176 -0.0710
H -1.986 4.172 -4.395 0.0940
C 6.006 1.071 -5.562 -0.1196
C -2.387 -3.905 -1.036 -0.0797
H 6.163 1.183 -6.655 0.0725
H -6.113 -3.328 -0.151 0.0798
C -0.141 2.621 -2.193 -0.3977
H -1.669 0.223 6.424 0.0984
C -2.857 3.428 2.956 -0.0335
H 1.760 2.034 -2.154 0.0784
C 1.331 1.409 3.092 -0.5504
H 4.710 2.645 -0.341 0.0790
C 1.723 1.821 7.375 -0.0494
H 5.123 -1.507 -5.804 0.0495
H 0.548 -3.264 5.619 0.0668
H 1.121 -2.293 1.418 -0.0408
N -1.947 -1.359 -1.228 -0.0155
Ti -0.973 -0.074 0.157 0.8347
H 0.651 0.958 -4.518 0.0460
H -0.338 -0.208 -2.756 0.0057
C 0.040 -1.787 -4.090 -0.0650
H -0.762 5.217 -3.672 0.0895
H -5.160 -1.548 4.250 0.0796
H -1.057 1.469 -4.608 0.0646
H 0.363 -3.804 1.936 0.0736
Br 2.430 0.317 2.015 0.8589
C -3.108 -6.619 -1.130 -0.0310
H 1.569 -4.221 4.533 0.0800
H 6.980 -2.608 -2.959 0.0741
H -6.507 -0.374 -1.501 0.0786
C 5.217 -1.521 -1.245 -0.1313
C -2.808 -5.886 2.551 -0.0712
H 2.072 -3.513 2.255 0.0880
C -0.540 -0.940 5.021 -0.0560
C -4.796 0.474 2.386 -0.0649
H 4.236 -1.379 -0.771 0.0473
H -2.977 2.381 -2.918 0.1451
C 5.109 -1.462 -2.774 -0.6630
H 2.559 1.216 -5.626 0.0399
N 1.097 2.653 -2.630 0.2613
C -4.012 -0.827 2.545 -0.3426
C -4.901 -1.403 -3.523 -0.0498
H 3.124 4.540 5.753 0.0895
C -1.816 -2.596 0.791 -0.2134
C -2.944 -5.880 -2.273 -0.0710
C 0.118 1.898 2.555 -0.3150
H 5.906 -0.771 -0.845 0.0509
H -2.976 3.226 4.024 0.0931
C 4.236 -2.647 -3.206 -0.1399
N -0.541 1.737 -1.276 0.1210
H 2.140 2.055 8.361 0.0812
H -5.828 -2.015 2.675 0.0750
H -0.392 4.140 5.045 0.0843
C -0.708 -0.505 -3.725 -0.4039
H -3.785 -1.202 1.553 0.1015
C -2.194 -0.772 -3.608 -0.1363
H 6.775 0.385 -5.188 0.0590
H -0.412 0.279 -5.751 0.0807
H -2.087 4.808 0.765 0.0872
O -2.483 1.109 -0.392 -0.0469
H -0.246 -2.120 -5.096 0.0837
C 0.778 -2.441 3.583 -0.3632
H -1.735 5.423 4.308 0.0770
H 0.808 5.065 6.611 0.0843
C -2.015 -2.546 -0.566 -0.2314
C -2.589 -4.498 -2.246 -0.0005
C -4.150 -1.487 -2.352 -0.1313
C -5.777 -0.570 -0.710 -0.0529
H 1.638 -1.844 3.882 0.0998
H -2.994 3.605 -1.630 0.1397
H -0.190 -2.584 -3.374 0.0686
C -4.335 -1.011 -4.724 -0.0825
C -0.403 3.029 3.233 -0.0762
C -2.760 -0.191 4.614 -0.0482
C -2.990 -0.680 -4.750 -0.0464
C 4.585 0.550 -5.245 -0.6666
N -1.126 3.385 -2.670 -0.0551
H -2.503 -3.943 -3.174 0.1146
H -3.338 -7.666 1.505 0.1029
H 0.713 1.423 7.510 0.0804
C 3.581 1.563 -5.799 -0.1488
C -2.378 -4.521 2.505 -0.0238
C -2.704 -0.704 3.329 -0.1217
C -4.909 -1.779 -1.068 -0.3538
H -1.982 6.071 2.691 0.0809
C 6.530 -1.668 -3.341 -0.1177
Br 1.111 -0.947 -0.842 0.3363
H 5.600 -2.512 -0.942 0.0784
H -5.961 -1.639 -3.485 0.1063
H -3.108 -6.354 -3.235 0.0979
C -1.468 3.983 2.666 -0.5281
C 5.018 1.718 -2.288 -0.6617
H 3.795 2.914 5.909 0.0787
H 4.140 -2.722 -4.292 0.0508
H 4.918 3.883 -2.260 0.0779
H 0.308 -1.039 5.692 0.1122
O -0.446 1.321 1.483 -0.2379
H 1.225 4.344 8.171 0.0823
C -2.768 -1.205 -2.394 -0.1473
H -0.337 5.754 3.268 0.0929
H -4.393 -2.837 3.308 0.0666
C -5.774 -3.042 -1.152 -0.0479
C 1.088 -3.034 2.211 -0.0890
H 3.384 -1.162 -5.868 0.0676
H -0.282 3.750 -4.555 0.0884
H 4.474 -0.523 -7.125 0.0742
H 3.349 1.601 -0.878 0.0218
C 1.695 3.077 6.492 -0.5592
H -0.207 3.779 7.295 0.0879
C -2.190 -3.930 1.290 -0.0839
H -4.200 -1.926 -0.261 0.1018
C 1.830 1.767 4.326 -0.1031
H -2.945 -6.348 3.522 0.0974
C -0.446 -1.528 3.752 -0.1147
H -3.400 -7.661 -1.195 0.1044
C 0.095 3.340 4.504 0.0047
Si 4.199 0.212 -3.315 0.8138
H 6.918 0.794 -1.689 0.0489
C 4.627 3.051 -2.926 -0.1398
```

Net charge: -1
Gap between HOMO and LUMO: 3.97 eV